DFT (ωB97M-V with the def2-TZVPD basis set) results for C48H71FN7O4SSiTl as an isolated structure.

Last column: Löwdin charge in e.
Atoms and positions in Å:
Tl 0.42 -0.11 -1.00  0.800
C 2.08 -0.60 4.13  -0.023
C 2.25 -0.93 2.65  -0.620
C 3.73 -1.00 2.28  -0.006
C 1.59 -2.27 2.34  -0.021
O 1.59 0.05 1.83  -0.227
Si 1.59 1.71 1.99  -0.162
S 1.04 2.54 0.18  0.326
O 0.59 2.09 3.24  -0.145
C -0.63 2.81 3.42  -0.647
C -1.72 2.23 2.52  -0.032
C -1.00 2.64 4.88  -0.026
C -0.42 4.29 3.11  -0.039
O 3.11 2.04 2.51  -0.162
C 3.78 3.21 2.98  -0.647
C 5.27 2.93 2.82  -0.031
C 3.39 4.43 2.16  -0.040
C 3.43 3.41 4.45  -0.021
H 2.48 -1.40 4.75  0.091
H 1.02 -0.47 4.36  0.086
H 2.59 0.33 4.39  0.074
H 4.24 -1.73 2.92  0.093
H 4.21 -0.03 2.39  0.077
H 3.83 -1.33 1.24  0.060
H 2.21 -3.09 2.70  0.092
H 1.46 -2.38 1.26  0.054
H 0.61 -2.34 2.83  0.078
H -1.93 1.20 2.82  0.048
H -1.38 2.24 1.48  0.044
H -2.63 2.82 2.61  0.095
H -1.05 1.57 5.13  0.084
H -1.97 3.10 5.09  0.087
H -0.25 3.10 5.52  0.084
H -0.16 4.44 2.06  0.052
H 0.38 4.70 3.73  0.078
H -1.34 4.85 3.33  0.087
H 5.49 2.67 1.78  0.080
H 5.57 2.08 3.45  0.085
H 5.86 3.80 3.10  0.086
H 3.63 4.28 1.11  0.075
H 3.93 5.31 2.53  0.089
H 2.32 4.62 2.23  0.059
H 3.72 2.53 5.03  0.086
H 2.36 3.56 4.57  0.069
H 3.96 4.28 4.86  0.088
N 3.79 1.78 -1.28  0.158
C 4.31 0.54 -1.16  -0.438
N 5.63 0.44 -1.02  0.179
C 6.08 -0.81 -0.91  -0.453
N 7.41 -0.98 -0.76  0.160
N 5.32 -1.91 -0.92  0.161
C 4.02 -1.69 -1.07  -0.312
N 3.44 -0.50 -1.20  0.153
C 3.16 -2.93 -1.05  -0.204
C 3.78 -4.18 -0.99  -0.007
C 2.99 -5.31 -0.95  -0.055
C 1.61 -5.17 -0.96  -0.048
C 1.09 -3.89 -1.01  -0.139
N 1.83 -2.79 -1.06  0.067
H 4.44 2.52 -1.06  0.098
H 2.84 1.93 -0.93  -0.062
H 8.00 -0.17 -0.71  0.100
H 7.78 -1.90 -0.64  0.099
H 4.86 -4.22 -0.98  0.103
H 3.45 -6.29 -0.91  0.108
H 0.95 -6.03 -0.92  0.106
H 0.01 -3.73 -1.00  0.092
C -0.48 -3.01 -5.47  -0.042
C -1.56 -3.11 -4.42  -0.258
C -2.78 -3.74 -4.71  0.007
C -3.79 -3.85 -3.75  -0.259
C -5.07 -4.58 -4.06  -0.047
C -3.60 -3.30 -2.50  0.026
C -2.39 -2.62 -2.16  -0.261
C -1.38 -2.58 -3.17  0.001
N -2.05 -2.04 -1.00  0.146
C -2.93 -1.92 0.15  -0.437
C -3.16 -3.31 0.80  -0.070
C -3.98 -3.16 2.08  -0.283
C -5.32 -2.50 1.76  -0.114
C -5.08 -1.10 1.17  -0.277
C -4.31 -0.24 2.18  -0.109
C -2.96 -0.91 2.47  -0.290
C -3.20 -2.29 3.08  -0.109
C -2.19 -1.03 1.16  -0.111
C -4.28 -1.23 -0.13  -0.066
H -0.52 -3.85 -6.16  0.077
H 0.51 -2.98 -5.01  0.078
H -0.59 -2.09 -6.05  0.083
H -2.93 -4.17 -5.69  0.118
H -5.13 -4.85 -5.12  0.073
H -5.94 -3.96 -3.83  0.081
H -5.16 -5.49 -3.48  0.083
H -4.38 -3.42 -1.77  0.096
H -0.43 -2.12 -2.91  0.056
H -2.18 -3.75 1.02  0.128
H -3.66 -3.98 0.10  0.109
H -4.15 -4.15 2.51  0.139
H -5.92 -2.42 2.67  0.119
H -5.89 -3.11 1.05  0.119
H -6.04 -0.63 0.95  0.139
H -4.89 -0.14 3.11  0.124
H -4.15 0.76 1.78  0.112
H -2.38 -0.31 3.17  0.113
H -3.76 -2.20 4.01  0.121
H -2.25 -2.77 3.32  0.118
H -1.19 -1.45 1.34  0.104
H -2.05 -0.04 0.72  0.093
H -4.08 -0.24 -0.55  0.118
H -4.88 -1.77 -0.86  0.103
F -1.31 5.37 -5.63  0.056
C -0.70 4.24 -5.20  -0.295
C 0.63 4.30 -4.81  -0.015
C 1.24 3.15 -4.36  -0.027
C 0.54 1.92 -4.31  -0.310
C 1.18 0.74 -3.88  0.009
C -0.82 1.91 -4.72  -0.031
C -1.43 3.07 -5.16  -0.013
H 1.15 5.24 -4.86  0.122
H 2.27 3.17 -4.04  0.117
H 2.23 0.76 -3.59  0.050
H 0.71 -0.22 -4.02  0.032
H -1.38 0.99 -4.66  0.120
H -2.47 3.07 -5.47  0.121
C -3.77 3.16 -1.30  -0.008
C -2.30 2.92 -1.56  -0.499
C -1.44 4.14 -1.79  -0.027
O -1.83 1.81 -1.54  -0.045
H -4.21 3.66 -2.17  0.085
H -3.89 3.83 -0.45  0.090
H -4.28 2.22 -1.11  0.069
H -1.99 4.91 -2.34  0.088
H -0.53 3.87 -2.31  0.060
H -1.16 4.54 -0.82  0.080

Properties
ΔE to the lowest compared entry with this formula, charge and spin   10.4 kcal/mol
HOMO (spin up / spin down)   -0.2649 / -0.2518 Eh
Frontier orbital gap (spin up / spin down)   6.660 / 5.595 eV

---

DFT (ωB97M-V with the def2-TZVPD basis set) results for C48H72AsCaF9O35 as an isolated structure.

Last column: Löwdin charge in e.
Atoms and positions in Å:
Ca 2.28 3.21 0.87  1.644
As 5.72 3.77 -1.12  0.780
F 6.43 2.72 0.08  -0.254
F 4.06 3.36 -0.53  -0.413
F 5.06 4.80 -2.36  -0.237
F 7.34 4.12 -1.69  -0.250
F 5.54 2.41 -2.20  -0.246
F 5.72 5.08 0.01  -0.248
C 1.59 0.19 -0.17  -0.440
O 0.40 0.76 0.37  -0.103
O 2.60 0.99 0.23  -0.289
C 1.59 -1.35 0.17  -0.489
F 0.77 -2.14 -0.52  0.145
F 2.81 -1.93 0.13  0.130
F 1.22 -1.48 1.49  0.081
C -0.78 0.49 -0.38  -0.232
C -1.97 1.24 0.19  -0.027
H -2.15 0.88 1.20  0.084
H -1.79 2.31 0.16  0.066
H -2.84 1.10 -0.45  0.053
H -1.02 -0.57 -0.41  0.093
H -0.62 0.86 -1.40  0.114
H 1.52 0.20 -1.26  0.130
C 1.38 -2.27 -5.35  -0.011
C 0.21 -1.52 -4.77  -0.302
C 0.48 -0.76 -3.48  -0.089
O -0.07 0.56 -3.69  0.040
C -0.35 0.70 -5.00  -0.559
O -0.65 1.72 -5.54  0.160
O -0.07 -0.45 -5.69  0.079
H 1.20 -2.59 -6.38  0.092
H 1.57 -3.23 -4.85  0.087
H 2.32 -1.71 -5.34  0.075
H -0.67 -2.17 -4.73  0.149
H 1.55 -0.53 -3.46  0.126
H 0.14 -1.29 -2.60  0.108
C 5.05 0.36 -5.12  -0.008
C 5.47 -0.36 -3.86  -0.291
C 4.73 -0.08 -2.56  -0.112
O 3.89 -1.22 -2.41  0.027
C 4.36 -2.24 -3.22  -0.570
O 3.94 -3.35 -3.19  0.140
O 5.31 -1.78 -4.00  0.110
H 5.70 0.05 -5.94  0.090
H 5.03 1.45 -5.05  0.094
H 4.06 0.07 -5.47  0.079
H 6.52 -0.13 -3.68  0.156
H 4.11 0.81 -2.65  0.120
H 5.39 0.08 -1.71  0.129
C -5.84 -0.46 -5.21  -0.025
C -4.91 0.42 -4.40  -0.285
C -5.28 0.48 -2.91  -0.078
O -4.09 0.07 -2.26  0.053
C -3.29 -0.57 -3.10  -0.540
O -2.39 -1.29 -2.78  0.159
O -3.65 -0.28 -4.37  0.089
H -6.86 -0.07 -5.22  0.091
H -5.92 -1.45 -4.75  0.094
H -5.51 -0.58 -6.24  0.091
H -4.84 1.38 -4.91  0.155
H -6.14 -0.12 -2.61  0.143
H -5.43 1.54 -2.68  0.122
C 5.96 -0.87 2.04  -0.003
C 4.99 -0.46 3.14  -0.313
C 4.07 -1.58 3.58  -0.096
O 3.80 -1.26 4.95  0.054
C 4.69 -0.36 5.37  -0.566
O 4.71 0.08 6.48  0.162
O 5.57 -0.03 4.38  0.094
H 6.56 0.02 1.85  0.087
H 5.41 -0.97 1.10  0.080
H 6.62 -1.70 2.28  0.089
H 4.45 0.39 2.73  0.146
H 4.44 -2.60 3.49  0.136
H 3.11 -1.47 3.06  0.108
C -2.24 3.41 -3.19  0.003
C -2.37 4.91 -2.94  -0.281
C -1.61 5.46 -1.71  -0.099
O -0.73 6.41 -2.26  0.084
C -0.80 6.44 -3.59  -0.576
O -0.08 7.08 -4.30  0.170
O -1.76 5.62 -4.01  0.103
H -1.18 3.17 -3.25  0.089
H -2.72 3.13 -4.13  0.087
H -2.69 2.85 -2.37  0.068
H -3.41 5.22 -2.85  0.137
H -1.08 4.73 -1.11  0.114
H -2.30 5.87 -0.97  0.099
C -2.16 -3.89 2.26  0.002
C -2.31 -2.46 1.77  -0.287
C -3.12 -2.42 0.44  -0.056
O -4.08 -1.41 0.71  0.072
C -4.08 -1.01 1.96  -0.581
O -4.88 -0.27 2.44  0.146
O -3.14 -1.72 2.66  0.072
H -1.57 -4.56 1.64  0.094
H -3.18 -4.29 2.28  0.101
H -1.83 -3.97 3.30  0.077
H -1.38 -1.89 1.64  0.126
H -3.58 -3.36 0.13  0.139
H -2.48 -2.16 -0.41  0.105
C -7.10 2.33 1.97  -0.006
C -5.77 2.69 1.33  -0.298
C -5.50 1.98 0.00  -0.099
O -4.79 3.00 -0.68  0.057
C -5.09 4.20 -0.22  -0.571
O -4.84 5.22 -0.78  0.152
O -5.85 4.07 0.89  0.079
H -6.96 1.29 2.30  0.081
H -7.88 2.25 1.22  0.090
H -7.35 2.96 2.81  0.090
H -4.89 2.54 1.96  0.151
H -6.43 1.71 -0.50  0.138
H -4.93 1.07 0.15  0.107
C 4.04 -4.68 0.10  -0.015
C 2.84 -5.19 -0.67  -0.280
C 3.07 -6.32 -1.69  -0.077
O 2.09 -7.28 -1.35  0.081
C 1.52 -6.99 -0.17  -0.584
O 0.71 -7.70 0.35  0.149
O 2.02 -5.85 0.32  0.051
H 4.56 -5.46 0.66  0.095
H 3.72 -4.01 0.90  0.055
H 4.70 -4.10 -0.55  0.087
H 2.21 -4.41 -1.10  0.139
H 4.08 -6.73 -1.65  0.139
H 2.87 -5.95 -2.69  0.129
C 1.34 -3.84 3.44  -0.011
C 0.77 -5.23 3.41  -0.342
C 1.76 -6.35 3.70  -0.050
O 1.02 -7.13 4.67  0.071
C -0.16 -6.53 4.97  -0.555
O -1.00 -7.01 5.66  0.173
O -0.25 -5.33 4.36  0.068
H 1.64 -3.54 4.44  0.091
H 0.67 -3.09 3.00  0.059
H 2.22 -3.74 2.79  0.074
H 0.30 -5.37 2.43  0.130
H 2.66 -5.95 4.16  0.135
H 1.99 -6.97 2.84  0.124
C 0.11 -1.29 5.68  0.016
C 0.01 -0.40 4.43  -0.316
C -1.02 0.69 4.49  -0.074
O -0.44 1.65 3.61  0.081
C 0.89 1.44 3.57  -0.529
O 1.67 2.14 2.99  0.041
O 1.22 0.34 4.24  0.129
H -0.77 -1.90 5.82  0.098
H 0.14 -0.59 6.52  0.092
H 1.02 -1.88 5.63  0.067
H -0.25 -1.07 3.61  0.128
H -1.17 1.04 5.52  0.144
H -1.97 0.32 4.10  0.134
C -2.65 7.52 1.57  -0.010
C -1.83 6.52 2.33  -0.269
C -2.65 5.31 2.82  -0.038
O -1.85 4.18 2.43  0.081
C -0.81 4.59 1.70  -0.569
O -0.01 3.83 1.21  -0.009
O -0.80 5.89 1.52  0.126
H -3.14 7.08 0.70  0.076
H -2.08 8.38 1.23  0.098
H -3.42 7.91 2.24  0.102
H -1.39 7.01 3.20  0.157
H -3.64 5.18 2.37  0.131
H -2.69 5.21 3.90  0.142

Properties
ΔE to the lowest compared entry with this formula, charge and spin   0.0 kcal/mol
HOMO   -0.3490 Eh
Frontier orbital gap   8.626 eV

---

DFT (ωB97M-V with the def2-TZVPD basis set) results for a 19-piece molecular cluster, C48H72N14O10 overall.

Last column: Löwdin charge in e.
Atoms and positions in Å:
C 0.40 3.21 -3.35  -0.073
C -0.81 3.61 -4.03  -0.274
N -1.82 3.79 -4.54  0.150
H 0.21 3.02 -2.28  0.050
H 1.11 4.01 -3.40  0.079
H 0.74 2.24 -3.70  0.066
C 3.15 -2.92 3.60  -0.060
C 2.04 -3.39 4.30  -0.319
N 1.14 -3.80 4.90  0.160
H 3.99 -3.50 4.05  0.111
H 3.31 -1.88 3.77  0.065
H 3.03 -2.94 2.50  0.089
C 3.40 0.61 -0.19  -0.064
C 3.14 2.03 -0.23  -0.285
N 3.20 3.17 -0.20  0.164
H 3.50 0.28 0.87  0.078
H 4.28 0.41 -0.85  0.087
H 2.50 0.09 -0.59  0.053
C -0.37 -0.86 3.31  -0.039
C 0.31 -0.35 4.49  -0.230
N 0.97 0.04 5.38  0.182
H -0.44 -0.03 2.66  0.038
H -1.35 -1.33 3.55  0.102
H 0.33 -1.60 2.92  0.068
C -5.60 -1.45 0.21  -0.091
C -4.53 -2.01 0.99  -0.263
N -3.65 -2.50 1.56  0.166
H -5.51 -1.76 -0.81  0.016
H -5.59 -0.35 0.18  0.070
H -6.56 -1.86 0.52  0.089
C -1.31 0.12 -6.28  -0.063
C -0.21 0.94 -6.75  -0.281
N 0.74 1.52 -7.04  0.141
H -1.51 -0.63 -7.06  0.100
H -2.25 0.67 -6.33  0.073
H -1.05 -0.37 -5.36  0.056
C 3.91 2.03 -5.44  -0.062
C 4.65 1.18 -4.56  -0.252
N 5.36 0.59 -3.85  0.166
H 4.61 2.68 -5.99  0.103
H 3.24 2.57 -4.80  0.068
H 3.42 1.47 -6.24  0.066
C -2.70 -3.58 -2.09  -0.052
C -1.83 -3.28 -3.23  -0.282
N -1.31 -3.10 -4.22  0.139
H -2.15 -3.58 -1.19  0.021
H -3.04 -4.61 -2.33  0.107
H -3.55 -2.95 -2.15  0.038
C -4.63 0.42 -4.27  -0.062
C -5.25 -0.79 -3.67  -0.273
N -5.83 -1.67 -3.20  0.131
H -4.43 0.10 -5.30  0.077
H -3.72 0.56 -3.68  0.045
H -5.21 1.30 -4.15  0.063
C -3.99 3.92 -2.20  -0.065
C -2.85 3.30 -1.61  -0.261
N -1.87 3.02 -1.05  0.187
H -4.06 4.96 -2.01  0.079
H -4.90 3.59 -1.73  0.082
H -4.01 3.74 -3.25  0.045
C -1.02 -0.02 -0.34  -0.043
C -2.35 -0.08 -0.95  -0.236
N -3.42 -0.06 -1.37  0.172
H -0.42 0.55 -1.01  0.044
H -0.62 -1.03 -0.20  0.043
H -1.13 0.48 0.65  0.087
C -1.46 -4.67 2.57  -0.057
C -1.32 -5.21 1.18  -0.233
N -1.22 -5.50 0.08  0.168
H -1.52 -3.54 2.52  0.054
H -0.56 -4.90 3.11  0.049
H -2.34 -5.14 2.96  0.070
C 3.40 0.84 7.40  -0.083
C 3.03 2.21 7.17  -0.296
N 2.69 3.28 6.90  0.133
H 2.85 0.22 6.71  0.028
H 3.20 0.56 8.49  0.113
H 4.48 0.78 7.31  0.074
C 2.15 -1.60 -5.29  -0.036
C 1.86 -1.35 -3.88  -0.270
N 1.67 -0.99 -2.79  0.170
H 3.23 -1.82 -5.47  0.078
H 1.87 -0.65 -5.82  0.068
H 1.50 -2.44 -5.54  0.085
O -2.72 1.12 3.44  0.100
C -2.33 1.55 4.47  -0.550
O -1.35 2.41 4.67  0.008
C -0.91 2.63 6.03  -0.097
C -2.18 2.08 6.86  -0.105
C -2.95 1.21 5.82  -0.066
H -0.60 3.64 6.21  0.113
H -0.07 1.97 6.21  0.067
H -2.84 2.90 7.18  0.105
H -1.89 1.48 7.75  0.115
H -4.01 1.45 5.85  0.118
H -2.77 0.14 5.95  0.123
O 4.92 -3.69 -6.02  0.113
C 5.30 -3.36 -4.93  -0.487
O 4.75 -3.58 -3.74  0.005
C 5.25 -2.65 -2.76  -0.176
C 6.72 -2.45 -3.08  -0.149
C 6.59 -2.47 -4.61  -0.078
H 5.02 -3.16 -1.82  0.123
H 4.73 -1.72 -2.80  0.074
H 7.28 -3.33 -2.75  0.117
H 7.16 -1.55 -2.67  0.108
H 7.44 -2.84 -5.25  0.131
H 6.37 -1.47 -5.03  0.088
O 0.33 -2.71 0.28  0.092
C 1.00 -3.60 -0.11  -0.507
O 1.63 -4.35 0.81  -0.013
C 2.49 -5.26 0.15  -0.160
C 1.95 -5.45 -1.29  -0.131
C 1.32 -4.10 -1.51  -0.078
H 2.53 -6.18 0.73  0.125
H 3.53 -4.84 0.15  0.127
H 1.25 -6.26 -1.22  0.097
H 2.74 -5.77 -1.99  0.123
H 0.41 -3.99 -2.08  0.090
H 2.01 -3.40 -2.02  0.100
O 2.89 1.08 2.88  0.084
C 2.24 2.07 2.77  -0.527
O 1.03 2.09 2.15  -0.015
C 0.59 3.45 1.96  -0.171
C 1.37 4.30 2.91  -0.128
C 2.63 3.45 3.14  -0.068
H -0.43 3.39 2.36  0.116
H 0.72 3.64 0.89  0.114
H 0.80 4.57 3.79  0.109
H 1.62 5.21 2.35  0.122
H 2.97 3.41 4.16  0.097
H 3.51 3.71 2.53  0.128
O -5.08 5.98 0.25  0.119
C -4.98 5.01 0.95  -0.500
O -4.18 3.98 0.60  -0.025
C -4.56 2.86 1.46  -0.115
C -5.15 3.48 2.71  -0.175
C -5.74 4.73 2.20  -0.088
H -3.63 2.23 1.57  0.125
H -5.38 2.37 0.96  0.120
H -4.47 3.69 3.52  0.106
H -5.86 2.75 3.13  0.130
H -5.55 5.59 2.92  0.162
H -6.76 4.58 2.00  0.118

Properties
HOMO   -0.3748 Eh
Frontier orbital gap   10.621 eV

---

Number 1: E_tot -95681.1044 eV. Number 2: E_tot -226351.8232 eV. Number 3: E_tot -92277.1659 eV.